{
  "formula": "CH8NO2",
  "method": "ωB97M-V/def2-TZVPD",
  "total_energy_ev": -6743.972,
  "e_above_lowest_kcal_mol": 31.2,
  "e_lumo_ev": -5.78,
  "homo_lumo_gap_ev": 8.632,
  "charge": 1,
  "multiplicity": 1,
  "max_force_ev_per_a": 2.633,
  "symbols": ["C", "N", "H", "H", "H", "H", "H", "H", "O", "H", "H", "O"],
  "positions_angstrom": [[-1.26, -0.56, -2.73], [-1.13, 0.13, -1.65], [-2.08, -0.49, -3.43], [-0.36, -1.04, -3.11], [-1.94, 0.26, -1.05], [-0.28, 0.35, -1.01], [1.30, 0.38, 0.82], [2.03, 1.45, 0.19], [1.22, 0.93, 0.02], [1.42, -0.92, 4.33], [0.21, 0.04, 3.99], [0.88, -0.54, 3.63]]
}